#1
Density functional theory data (wB97M-V/def2-TZVPD) for a 9-piece molecular cluster, C42H77F12N14P2 overall.

Geometry as XYZ:
```
147
Properties=species:S:1:pos:R:3
C -0.517 2.474 -8.004
C -0.422 2.975 -6.616
N -0.664 1.860 -5.690
C -1.874 1.647 -5.061
C -1.755 0.666 -4.107
N -0.429 0.305 -4.061
C 0.160 0.939 -5.165
C 0.316 -0.665 -3.337
H -0.016 1.507 -8.051
H -0.236 3.040 -8.893
H -1.563 2.370 -8.299
H -1.175 3.758 -6.523
H 0.489 3.536 -6.408
H -2.741 2.262 -5.249
H -2.364 0.203 -3.346
H 1.174 0.710 -5.459
H 1.027 -0.257 -2.618
H 0.769 -1.460 -3.929
H -0.383 -1.228 -2.717
C 0.186 -4.852 4.042
C 0.450 -4.445 2.554
N 1.070 -5.504 1.816
C 2.406 -5.826 1.894
C 2.680 -6.990 1.213
N 1.430 -7.269 0.566
C 0.526 -6.367 0.904
C 1.189 -8.353 -0.438
H 1.177 -5.070 4.446
H -0.162 -5.882 4.140
H -0.313 -4.159 4.715
H 1.062 -3.545 2.614
H -0.508 -4.162 2.117
H 3.117 -5.329 2.536
H 3.536 -7.631 1.073
H -0.494 -6.398 0.555
H 0.417 -8.096 -1.162
H 0.851 -9.274 0.037
H 2.135 -8.534 -0.945
C 2.903 -3.163 -0.090
C 3.623 -2.431 -1.261
N 4.269 -3.343 -2.237
C 3.759 -4.427 -2.788
C 4.680 -4.984 -3.692
N 5.697 -4.026 -3.754
C 5.401 -3.050 -2.840
C 6.903 -4.041 -4.616
H 2.648 -2.466 0.707
H 3.480 -4.008 0.283
H 1.945 -3.534 -0.459
H 4.267 -1.676 -0.810
H 2.867 -1.835 -1.773
H 2.779 -4.735 -2.457
H 4.718 -5.909 -4.244
H 5.904 -2.098 -2.760
H 7.004 -3.042 -5.038
H 6.797 -4.888 -5.291
H 7.779 -4.221 -3.993
C -4.725 -6.819 -0.568
C -5.674 -5.874 0.268
N -5.195 -4.495 0.229
C -5.998 -3.360 0.317
C -5.232 -2.264 0.345
N -3.933 -2.629 0.186
C -3.926 -4.019 0.225
C -2.828 -1.743 0.293
H -4.913 -7.815 -0.172
H -3.682 -6.576 -0.356
H -4.701 -6.711 -1.652
H -5.547 -6.115 1.323
H -6.741 -5.879 0.051
H -7.070 -3.380 0.442
H -5.544 -1.243 0.182
H -2.985 -4.547 0.209
H -2.515 -1.337 -0.670
H -1.953 -2.331 0.567
H -3.012 -0.888 0.942
C -1.655 7.746 -1.163
C -0.746 6.603 -1.684
N -1.159 5.411 -0.968
C -0.779 5.034 0.328
C -1.431 3.901 0.664
N -2.015 3.402 -0.453
C -1.915 4.361 -1.458
C -2.906 2.261 -0.616
H -2.614 7.872 -1.665
H -1.190 8.732 -1.108
H -1.906 7.800 -0.101
H 0.305 6.803 -1.473
H -0.776 6.479 -2.766
H -0.078 5.605 0.921
H -1.466 3.264 1.536
H -2.141 4.311 -2.511
H -3.482 2.372 -1.533
H -3.514 2.134 0.278
H -2.279 1.380 -0.754
C 4.993 1.600 2.931
C 5.545 0.830 1.738
N 5.032 1.491 0.493
C 5.506 1.053 -0.744
C 4.730 1.608 -1.754
N 3.806 2.447 -1.136
C 4.021 2.369 0.238
C 2.627 3.068 -1.779
H 3.968 1.355 3.209
H 5.033 2.686 2.838
H 5.614 1.433 3.812
H 5.254 -0.218 1.789
H 6.625 0.925 1.633
H 6.438 0.519 -0.849
H 4.717 1.558 -2.832
H 3.361 2.874 0.929
H 1.881 3.091 -0.986
H 2.196 2.476 -2.585
H 3.005 4.037 -2.102
C -2.068 2.235 4.448
C -2.245 3.748 4.652
N -3.601 4.077 5.069
C -3.981 4.746 6.201
C -5.355 4.882 6.108
N -5.808 4.202 5.032
C -4.739 3.702 4.391
C -7.160 4.186 4.420
H -2.971 1.765 4.059
H -1.953 1.793 5.438
H -1.174 2.088 3.843
H -2.147 4.394 3.779
H -1.574 4.241 5.355
H -3.166 5.015 6.855
H -6.100 5.342 6.739
H -4.794 3.244 3.416
H -7.899 3.844 5.141
H -7.114 3.623 3.489
H -7.413 5.190 4.079
P 1.835 4.918 3.942
F 2.181 3.653 4.894
F 3.025 4.678 2.869
F 0.893 3.956 3.014
F 1.327 6.136 3.014
F 0.503 5.079 4.929
F 2.588 5.911 4.916
P 0.599 0.261 0.780
F 2.035 0.038 0.036
F 1.325 1.301 1.791
F 0.468 1.279 -0.429
F -0.836 0.611 1.389
F 0.040 -0.972 -0.085
F 0.875 -0.893 1.914
```

* M: 1068.1 Da
* net charge: +5
* 2S+1: 1
* LUMO: -0.3710 Ha

Atomic partial charges in e from the Mulliken method, atoms 1 to 5:
1. C -1.104
2. C -0.508
3. N 0.301
4. C -0.895
5. C -0.031

#2
Density functional theory data (wB97M-V/def2-TZVPD) for a 9-piece molecular cluster, C42H77F12N14P2 overall.

Geometry as XYZ:
```
147
Properties=species:S:1:pos:R:3
C -15.945 3.639 8.744
C -15.148 2.368 9.028
N -14.905 1.601 7.762
C -15.573 0.569 7.207
C -14.974 0.175 6.027
N -13.906 1.025 5.769
C -13.920 1.929 6.819
C -13.058 1.045 4.606
H -16.435 3.603 7.770
H -15.271 4.492 8.655
H -16.661 3.863 9.535
H -15.737 1.752 9.709
H -14.230 2.578 9.577
H -16.370 0.163 7.812
H -15.139 -0.647 5.345
H -13.298 2.810 6.873
H -13.226 1.886 3.933
H -13.025 0.067 4.126
H -12.084 1.284 5.033
C -30.186 4.669 -10.505
C -30.317 3.579 -9.455
N -30.761 4.147 -8.165
C -31.948 4.817 -7.907
C -32.092 5.038 -6.568
N -30.902 4.704 -5.968
C -30.124 4.060 -6.924
C -30.508 4.963 -4.569
H -29.773 4.192 -11.393
H -29.466 5.468 -10.328
H -31.038 5.213 -10.915
H -29.362 3.079 -9.291
H -31.026 2.832 -9.812
H -32.644 5.063 -8.695
H -32.852 5.547 -5.994
H -29.211 3.511 -6.743
H -29.658 4.366 -4.239
H -31.325 4.851 -3.856
H -30.171 5.999 -4.543
C -24.381 7.508 1.840
C -23.363 8.687 1.628
N -22.111 8.376 2.343
C -21.307 7.244 2.164
C -20.122 7.404 2.934
N -20.274 8.564 3.699
C -21.433 9.180 3.299
C -19.391 8.950 4.756
H -23.871 6.612 1.486
H -25.293 7.451 1.245
H -24.764 7.337 2.846
H -23.851 9.591 1.991
H -22.956 8.943 0.650
H -21.551 6.467 1.455
H -19.266 6.764 3.088
H -21.748 10.162 3.619
H -19.973 9.400 5.560
H -18.638 9.626 4.350
H -18.829 8.124 5.192
C -23.272 17.504 2.215
C -23.853 18.584 1.327
N -23.220 19.884 1.624
C -21.944 20.004 2.096
C -21.721 21.337 2.279
N -22.806 22.029 1.773
C -23.739 21.150 1.460
C -22.916 23.493 1.625
H -23.351 17.710 3.282
H -22.249 17.253 1.936
H -23.877 16.598 2.178
H -24.916 18.701 1.539
H -23.670 18.349 0.278
H -21.296 19.159 2.274
H -20.878 21.857 2.708
H -24.679 21.493 1.052
H -23.959 23.806 1.660
H -22.376 23.728 0.708
H -22.402 23.823 2.528
C -19.607 14.794 16.513
C -20.392 13.789 15.710
N -19.883 13.585 14.340
C -20.588 13.518 13.189
C -19.751 13.364 12.050
N -18.468 13.284 12.599
C -18.566 13.334 13.969
C -17.238 13.058 11.838
H -19.330 15.683 15.946
H -18.682 14.315 16.833
H -20.188 15.075 17.391
H -21.470 13.948 15.684
H -20.157 12.871 16.248
H -21.659 13.456 13.315
H -19.924 13.228 10.993
H -17.772 13.324 14.701
H -16.475 13.715 12.254
H -17.460 13.399 10.827
H -17.022 11.991 11.797
C -25.148 -6.128 -3.058
C -23.883 -5.529 -3.557
N -23.657 -4.091 -3.326
C -23.081 -3.152 -4.097
C -23.108 -1.915 -3.412
N -23.621 -2.120 -2.192
C -24.058 -3.437 -2.162
C -23.860 -1.176 -1.133
H -25.182 -7.209 -3.190
H -26.035 -5.866 -3.636
H -25.271 -5.935 -1.992
H -23.880 -5.672 -4.638
H -23.011 -6.030 -3.137
H -22.619 -3.448 -5.028
H -22.877 -0.900 -3.699
H -24.534 -3.799 -1.262
H -23.279 -0.262 -1.252
H -23.423 -1.675 -0.268
H -24.920 -0.951 -1.013
C -14.014 10.596 -0.319
C -13.592 9.848 -1.647
N -12.131 9.606 -1.726
C -11.318 8.906 -0.783
C -10.003 9.036 -1.192
N -9.958 9.772 -2.360
C -11.261 10.009 -2.694
C -8.752 10.107 -3.166
H -15.076 10.839 -0.327
H -13.399 11.491 -0.224
H -13.797 10.204 0.675
H -13.816 10.402 -2.559
H -14.115 8.892 -1.688
H -11.829 8.417 0.033
H -9.060 8.638 -0.847
H -11.493 10.502 -3.627
H -8.893 9.646 -4.144
H -7.834 9.644 -2.805
H -8.650 11.190 -3.236
P -25.777 11.643 7.720
F -25.891 13.263 7.869
F -27.361 11.614 8.060
F -26.003 11.827 6.071
F -25.585 10.038 7.485
F -24.157 11.860 7.415
F -25.412 11.457 9.305
P -17.199 0.851 -0.881
F -16.873 2.043 0.219
F -16.196 1.562 -1.974
F -15.922 -0.042 -0.554
F -17.495 -0.312 -1.957
F -18.048 0.117 0.332
F -18.492 1.684 -1.469
```

* M: 1068.1 Da
* net charge: +5
* 2S+1: 1
* LUMO: -0.2566 Ha

Atomic partial charges in e from the Mulliken method, atoms 1 to 5:
1. C -0.998
2. C -0.456
3. N 0.094
4. C -0.274
5. C -0.362

Q: Which of them is the most stable? A: #2.